DFT (wB97M-V/def2-TZVPD) results for a structure of composition C37H91N6O17V in a non-equilibrium geometry.

Geometry as ORCA input:
```
! RIJCOSX wB97M-V def2-TZVPD def2/J DEFGRID3
* xyz 1 2
O -1.93 2.44 3.71
V -1.08 3.68 3.16
O -1.46 4.94 4.14
O -0.69 0.15 1.65
C -1.01 1.16 0.86
O -1.28 0.99 -0.35
O -0.87 2.34 1.20
H -0.97 -0.55 1.06
C 1.65 0.60 -1.87
O 1.49 1.99 -1.69
C 2.73 2.66 -1.69
C 2.72 3.47 -3.01
N 1.62 4.50 -2.98
C 1.40 4.99 -4.36
C 2.45 6.04 -4.77
O 2.05 7.33 -4.26
C 2.98 8.38 -4.63
H 2.26 0.38 -2.74
H 0.68 0.10 -1.84
H 2.18 0.19 -1.01
H 3.62 2.07 -1.51
H 2.69 3.34 -0.84
H 2.59 2.71 -3.79
H 3.71 3.88 -3.21
H 2.02 5.19 -2.37
H 0.40 5.43 -4.40
H 1.39 4.17 -5.07
H 2.38 6.06 -5.86
H 3.42 5.88 -4.31
H 3.13 8.40 -5.71
H 3.87 8.11 -4.07
H 2.55 9.36 -4.41
C -0.71 7.53 -1.71
O -1.28 6.60 -2.63
C -2.54 7.05 -3.16
C -3.24 5.99 -3.99
N -3.48 4.79 -3.23
C -4.18 3.84 -4.12
C -4.61 2.58 -3.28
O -3.44 1.93 -2.67
C -3.50 0.49 -2.90
H -0.43 8.42 -2.28
H 0.26 7.18 -1.37
H -1.45 7.73 -0.93
H -2.38 7.90 -3.82
H -3.17 7.36 -2.33
H -2.64 5.67 -4.84
H -4.17 6.41 -4.37
H -4.19 5.14 -2.61
H -3.63 3.48 -4.98
H -5.11 4.27 -4.48
H -5.13 1.90 -3.96
H -5.19 2.82 -2.39
H -2.96 0.01 -2.08
H -3.18 0.15 -3.89
H -4.50 0.06 -2.86
C -0.96 -2.39 -3.42
O -2.27 -2.66 -2.92
C -2.30 -3.56 -1.77
C -1.56 -3.01 -0.51
N -2.18 -1.87 0.22
C -3.52 -2.13 0.70
C -4.07 -0.78 1.18
O -4.40 0.05 0.11
C -4.90 1.29 0.49
H -0.54 -1.61 -2.79
H -0.98 -1.92 -4.40
H -0.22 -3.20 -3.47
H -1.99 -4.54 -2.11
H -3.37 -3.74 -1.61
H -0.56 -2.83 -0.90
H -1.43 -3.79 0.24
H -2.14 -0.96 -0.23
H -3.46 -2.87 1.51
H -4.09 -2.39 -0.19
H -3.32 -0.25 1.77
H -4.99 -0.93 1.73
H -4.17 1.95 0.96
H -5.75 1.19 1.17
H -5.33 1.82 -0.36
C 5.34 3.92 3.77
O 4.07 3.34 3.52
C 4.07 2.49 2.37
C 2.73 1.82 2.02
N 2.05 0.99 2.99
C 2.81 -0.07 3.66
C 1.89 -0.97 4.61
O 1.15 -2.05 3.93
C 0.29 -2.77 4.82
H 6.09 3.13 3.84
H 5.37 4.48 4.71
H 5.68 4.64 3.03
H 4.72 1.64 2.60
H 4.42 3.07 1.51
H 3.01 1.04 1.31
H 2.11 2.56 1.50
H 1.22 0.60 2.57
H 3.59 0.42 4.25
H 3.30 -0.80 3.01
H 1.09 -0.31 4.94
H 2.42 -1.28 5.50
H 0.82 -3.34 5.59
H -0.22 -3.56 4.27
H -0.40 -2.10 5.33
C 6.02 -3.47 -4.97
O 4.64 -3.84 -4.86
C 4.50 -5.24 -4.68
C 3.02 -5.51 -4.52
N 2.48 -5.32 -3.10
C 2.75 -3.97 -2.53
C 2.29 -3.89 -1.09
O 2.41 -2.52 -0.66
C 2.06 -2.28 0.69
H 6.34 -3.18 -3.97
H 6.13 -2.59 -5.60
H 6.63 -4.27 -5.39
H 5.04 -5.69 -3.84
H 4.94 -5.77 -5.53
H 2.75 -6.50 -4.89
H 2.52 -4.79 -5.16
H 1.51 -5.59 -3.14
H 2.17 -3.23 -3.09
H 3.81 -3.72 -2.62
H 2.85 -4.50 -0.38
H 1.26 -4.23 -0.94
H 1.24 -2.92 1.02
H 1.80 -1.22 0.73
H 3.00 -2.35 1.25
C -2.87 -0.66 4.84
O -3.07 -1.85 5.65
C -3.63 -2.82 4.76
C -3.88 -4.21 5.42
N -2.66 -4.92 5.41
C -2.77 -6.17 6.10
C -1.50 -7.02 6.05
O -0.46 -6.49 6.88
C 0.73 -7.18 6.88
H -2.41 -0.83 3.87
H -2.18 0.02 5.34
H -3.79 -0.08 4.74
H -3.06 -2.96 3.84
H -4.56 -2.40 4.38
H -4.64 -4.79 4.91
H -4.26 -4.08 6.43
H -1.91 -4.37 5.79
H -3.60 -6.63 5.57
H -3.00 -6.01 7.15
H -1.14 -7.24 5.05
H -1.75 -8.02 6.42
H 1.28 -7.12 5.94
H 0.62 -8.26 6.97
H 1.33 -6.79 7.70
*
```

Properties
* <S²>: 0.755
* highest occupied orbital energy (spin up / spin down): -9.90 / -9.90 eV
* DFT total energy: -4015.182847 hartree
* gap between HOMO and LUMO (spin up / spin down): 4.9 / 2.6 eV

=====

DFT (wB97M-V/def2-TZVPD) results for the molecule C16H24O3S2 in a non-equilibrium geometry.

Geometry as ORCA input:
```
! RIJCOSX wB97M-V def2-TZVPD def2/J DEFGRID3
* xyz 0 1
C 1.13 5.67 3.29
C 1.51 4.44 2.48
C 1.94 4.80 1.05
C 2.59 3.65 0.28
C 1.69 2.44 0.17
C 2.40 1.41 -0.71
C 1.66 0.05 -0.86
C 0.15 0.12 -1.18
C -0.47 -1.27 -1.28
C -1.82 -1.18 -1.93
O -2.44 -2.48 -1.91
C -2.28 -3.29 -3.00
S -1.10 -2.99 -4.18
S -3.20 -4.79 -3.14
C -3.78 -5.07 -1.47
O -4.99 -4.99 -1.25
C -2.82 -5.25 -0.36
C -3.20 -5.60 0.90
C -1.97 -5.65 1.70
C -0.97 -5.28 0.83
O -1.47 -5.10 -0.44
H 1.98 6.33 3.37
H 0.79 5.41 4.29
H 0.31 6.23 2.82
H 0.65 3.77 2.45
H 2.33 3.92 2.97
H 1.02 5.15 0.53
H 2.67 5.60 1.05
H 2.87 4.00 -0.69
H 3.49 3.38 0.81
H 1.56 2.02 1.16
H 0.77 2.77 -0.29
H 2.51 1.82 -1.71
H 3.38 1.22 -0.28
H 2.14 -0.52 -1.68
H 1.79 -0.49 0.07
H -0.35 0.69 -0.43
H 0.02 0.64 -2.13
H -0.57 -1.69 -0.31
H 0.19 -1.91 -1.87
H -1.74 -0.77 -2.93
H -2.39 -0.47 -1.35
H -4.22 -5.81 1.24
H -1.86 -5.82 2.79
H 0.07 -5.12 1.14
*
```

Properties
* highest occupied orbital energy: -8.74 eV
* DFT total energy: -1646.098105 hartree
* gap between HOMO and LUMO: 8.2 eV

=====

DFT (wB97M-V/def2-TZVPD) results for a cluster of 2 separate species, C6H8FN in total in a non-equilibrium geometry.

Geometry as ORCA input:
```
! RIJCOSX wB97M-V def2-TZVPD def2/J DEFGRID3
* xyz 0 1
C -3.70 0.69 1.39
C 1.13 -0.16 -0.65
C 2.26 -0.85 -0.69
C -3.76 0.50 -0.08
C -0.08 -0.69 -0.29
C 3.65 -0.30 -0.72
N -1.14 -1.07 -0.02
F -3.00 1.38 -0.72
H -3.50 1.77 1.64
H -4.60 0.41 1.91
H 1.11 0.84 -0.71
H 2.32 -1.93 -0.84
H 3.82 0.77 -0.66
H 4.06 -0.65 0.24
H 4.26 -0.66 -1.53
H -2.84 -0.05 1.71
*
```

Properties
* highest occupied orbital energy: -8.35 eV
* DFT total energy: -387.872310 hartree
* gap between HOMO and LUMO: 8.8 eV

=====

DFT (wB97M-V/def2-TZVPD) results for a structure of composition C9H13ClNP in a non-equilibrium geometry.

Geometry as ORCA input:
```
! RIJCOSX wB97M-V def2-TZVPD def2/J DEFGRID3
* xyz 0 1
C 2.93 -1.52 -0.35
C 2.15 -1.89 0.77
C 2.36 -0.98 -1.47
C 0.80 -1.75 0.72
C 0.96 -0.86 -1.55
C 0.17 -1.25 -0.45
C -0.63 0.93 1.95
C -2.25 1.71 -1.50
C -1.04 1.75 0.69
N -2.07 1.15 -0.08
P -1.59 -1.06 -0.77
Cl -2.31 -1.91 0.83
H 4.05 -1.77 -0.41
H 2.45 -2.04 1.78
H 3.14 -0.52 -2.14
H 0.16 -1.99 1.70
H 0.70 -0.32 -2.43
H 0.28 1.28 2.24
H -1.42 0.91 2.75
H -0.53 -0.04 1.62
H -1.29 2.13 -1.73
H -2.58 0.82 -1.99
H -2.98 2.54 -1.40
H -1.35 2.72 1.07
H -0.11 1.94 0.15
*
```

Properties
* highest occupied orbital energy (spin up / spin down): -7.89 / -7.88 eV
* DFT total energy: -1206.933603 hartree
* gap between HOMO and LUMO (spin up / spin down): 7.5 / 7.5 eV

=====

DFT (wB97M-V/def2-TZVPD) results for the molecule C24H24N2O8 in a non-equilibrium geometry.

Geometry as ORCA input:
```
! RIJCOSX wB97M-V def2-TZVPD def2/J DEFGRID3
* xyz 0 1
C -4.04 -1.91 -2.70
C -3.57 -0.55 -3.20
O -3.09 0.26 -2.13
C -1.82 0.09 -1.76
O -1.05 -0.68 -2.31
C -1.41 0.95 -0.66
C -2.10 1.32 0.48
C -3.40 0.90 0.97
C -3.88 -0.38 0.73
C -5.12 -0.76 1.20
C -5.90 0.14 1.92
C -5.42 1.41 2.18
C -4.18 1.79 1.71
O -1.36 2.15 1.25
C -0.17 2.33 0.63
C 0.92 3.07 1.06
C 2.04 3.08 0.25
C 2.07 2.38 -0.96
O 3.16 2.38 -1.80
C 4.42 2.67 -1.25
C 4.77 1.72 -0.10
O 5.31 2.05 0.93
N 4.41 0.45 -0.38
N 4.51 -0.55 0.58
C 4.10 -1.80 0.28
O 3.81 -2.12 -0.86
C 4.06 -2.73 1.47
C 2.72 -2.58 2.21
C 1.53 -2.94 1.32
C 1.18 -1.83 0.34
O 1.52 -0.68 0.47
O 0.40 -2.28 -0.62
C 0.98 1.64 -1.39
C -0.14 1.61 -0.58
H -3.19 -2.47 -2.30
H -4.46 -2.47 -3.53
H -4.79 -1.79 -1.93
H -4.41 0.02 -3.62
H -2.78 -0.66 -3.95
H -3.26 -1.09 0.21
H -5.49 -1.76 1.02
H -6.88 -0.16 2.28
H -6.02 2.11 2.74
H -3.80 2.79 1.91
H 0.89 3.61 1.99
H 2.90 3.63 0.59
H 4.49 3.71 -0.89
H 5.14 2.53 -2.07
H 3.88 0.17 -1.19
H 4.65 -0.20 1.52
H 4.88 -2.51 2.15
H 4.16 -3.76 1.11
H 2.60 -1.55 2.55
H 2.73 -3.24 3.08
H 1.73 -3.84 0.74
H 0.64 -3.11 1.93
H 0.12 -1.60 -1.27
H 1.03 1.10 -2.32
*
```

Properties
* highest occupied orbital energy: -8.26 eV
* DFT total energy: -1640.449579 hartree
* gap between HOMO and LUMO: 8.4 eV

=====

DFT (wB97M-V/def2-TZVPD) results for a cluster of 2 separate species, C5H13N2O in total.

Geometry as ORCA input:
```
! RIJCOSX wB97M-V def2-TZVPD def2/J DEFGRID3
* xyz 0 2
C -1.95 -0.11 1.08
N -0.59 0.16 1.51
C -0.08 -0.27 2.71
N 1.29 -0.22 2.98
H -2.03 -0.57 0.10
H -2.51 0.83 1.07
H -2.39 -0.76 1.84
H 0.05 0.48 0.81
H -0.74 -0.65 3.47
H 1.93 0.25 2.37
H 1.68 -0.75 3.74
C -0.26 1.17 -1.40
C 0.13 0.13 -2.12
O -0.76 -0.82 -2.53
C 1.56 -0.13 -2.51
H 0.44 1.99 -1.26
H -1.27 1.36 -1.08
H -0.27 -1.51 -2.98
H 2.20 0.69 -2.19
H 1.92 -1.03 -2.02
H 1.67 -0.25 -3.59
*
```

Properties
* <S²>: 0.753
* highest occupied orbital energy (spin up / spin down): -4.20 / -8.37 eV
* DFT total energy: -382.951204 hartree
* gap between HOMO and LUMO (spin up / spin down): 4.9 / 9.1 eV

=====

Question: Which of these has the highest DFT total energy?
Answer: C5H13N2O